Record 1
{
  "formula": "C9H26N2O7Ru",
  "method": "ωB97M-V/def2-TZVPD",
  "species": ["O", "H", "Ru", "N", "N", "O", "O", "C", "C", "C", "C", "H", "H", "H", "H", "H", "H", "H", "H", "O", "H", "H", "C", "H", "H", "H", "O", "H", "H", "C", "O", "C", "C", "O", "C", "H", "H", "H", "H", "H", "H", "H", "H", "H", "H"],
  "positions_angstrom": [[2.560627, 1.435373, -1.460668], [3.137121, 2.132824, -1.801310], [0.243937, -0.100476, 0.148830], [-1.508739, -0.249758, -0.662477], [0.682739, -0.757637, -1.628042], [-2.769340, 0.244083, -0.235233], [1.971769, -0.929081, -2.121919], [-1.593447, -0.837401, -1.876858], [-0.331452, -1.072971, -2.473016], [-2.950402, -1.021479, -2.425442], [-0.085968, -1.542089, -3.859704], [-3.472218, -0.067561, -2.571898], [-3.571081, -1.644247, -1.768251], [-2.882114, -1.519761, -3.396327], [0.968668, -1.788612, -4.006560], [-0.368163, -0.770790, -4.589915], [-0.692418, -2.429905, -4.072865], [-2.617226, 1.075408, 0.270309], [2.382330, 0.003250, -1.949982], [0.576826, -2.576117, 0.789645], [-0.109296, -3.083084, 1.262466], [0.855106, -3.157669, 0.057298], [1.326863, 2.058468, -0.861824], [1.588291, 2.440082, 0.128767], [0.465003, 1.364799, -0.921586], [1.064251, 2.911443, -1.512754], [-3.158155, 3.516332, 0.734109], [-3.411843, 4.044376, -0.042449], [-3.067149, 4.178281, 1.441892], [3.087680, -0.811310, 1.468403], [2.060045, 0.194002, 1.255381], [1.733206, 0.979477, 2.452588], [0.497030, 0.451829, 3.152612], [-0.539438, 0.128696, 2.180609], [-1.572118, -0.700504, 2.772503], [3.335259, -1.223671, 0.487351], [2.716786, -1.591343, 2.148505], [3.952756, -0.297186, 1.907424], [2.598002, 0.933153, 3.128450], [1.576081, 2.014037, 2.114268], [0.733709, -0.449905, 3.736975], [0.062976, 1.201865, 3.830051], [-2.301698, -0.957563, 2.000078], [-1.126854, -1.611932, 3.201244], [-2.047959, -0.115743, 3.569315]],
  "forces_ev_per_angstrom": [[-1.4, 1.0, 1.0], [-0.2, -0.1, 0.1], [1.5, -0.9, 2.4], [-3.1, 0.5, -0.1], [0.7, -1.2, -3.1], [-0.3, 0.4, 0.6], [0.9, 0.9, 0.1], [0.8, 0.3, -0.5], [-1.0, 0.1, 0.7], [-0.3, -0.5, -1.1], [-0.2, -0.3, -0.4], [0.2, -0.2, 0.1], [0.2, 0.2, -0.1], [-0.1, 0.0, 0.1], [-0.3, 0.1, 0.1], [0.1, -0.2, 0.1], [0.1, 0.1, 0.0], [0.1, -0.6, -0.5], [-0.6, -1.7, -0.5], [-0.3, -0.7, 0.1], [0.4, 0.3, -0.3], [-0.1, 0.4, 0.3], [2.1, 1.5, -1.4], [-0.3, -0.2, -0.2], [0.4, 0.9, -0.6], [-0.1, -0.3, 0.4], [0.1, 0.6, 0.0], [0.1, -0.3, 0.3], [-0.1, -0.4, -0.3], [-0.2, 0.3, 0.3], [1.0, 0.6, 1.9], [0.4, -0.2, -0.7], [-0.8, -0.4, 0.1], [0.0, -0.1, 2.0], [0.2, 0.3, 0.2], [-0.1, 0.1, 0.2], [0.2, 0.2, -0.3], [-0.1, -0.3, -0.2], [-0.3, 0.2, 0.0], [0.1, -0.4, 0.1], [-0.1, 0.1, -0.2], [0.4, -0.1, 0.0], [0.2, 0.2, 0.0], [-0.1, 0.3, -0.1], [-0.1, -0.3, -0.1]],
  "nbo_charge": [-0.76, 0.51, 1.21, -0.35, -0.35, -0.58, -0.59, 0.13, 0.15, -0.65, -0.67, 0.24, 0.24, 0.23, 0.26, 0.23, 0.23, 0.49, 0.50, -0.96, 0.50, 0.51, -0.25, 0.19, 0.18, 0.21, -0.96, 0.48, 0.48, -0.25, -0.59, -0.09, -0.10, -0.59, -0.26, 0.23, 0.20, 0.19, 0.22, 0.20, 0.19, 0.21, 0.23, 0.18, 0.20],
  "largest_force_ev_per_a": 3.42,
  "multiplicity": 6,
  "e_homo_ha": [-0.3193, -0.4009],
  "s_squared": 8.76,
  "e_above_lowest_kcal_mol": 1.7,
  "homo_lumo_gap_ev": [6.50, 7.44],
  "charge": 1
}


Record 2
{
  "formula": "C9H26N4O",
  "method": "ωB97M-V/def2-TZVPD",
  "species": ["C", "C", "C", "C", "C", "C", "C", "C", "C", "N", "N", "N", "N", "O", "H", "H", "H", "H", "H", "H", "H", "H", "H", "H", "H", "H", "H", "H", "H", "H", "H", "H", "H", "H", "H", "H", "H", "H", "H", "H"],
  "positions_angstrom": [[-1.635957, 2.657559, -2.027491], [0.893191, -2.129657, 2.134809], [1.316115, 1.053875, 1.823483], [-0.955485, 2.385240, -0.727369], [1.908831, -2.132832, -2.284641], [0.993812, -2.378989, -1.090857], [0.309386, -1.180985, 1.063693], [0.109125, 0.211284, 1.591216], [-1.511632, 1.137880, -0.001793], [1.141681, -1.143843, -3.034084], [-0.821857, 0.417872, 2.802273], [-2.485863, 1.180273, 0.926686], [1.250816, -1.240717, -0.121360], [-1.523092, -0.031515, -0.805395], [-1.799827, 1.791137, -2.697447], [-2.668311, 3.147981, -2.014254], [-0.778435, 3.310732, -2.493365], [0.349715, -2.072518, 3.086044], [1.955654, -1.885299, 2.431748], [0.956329, -3.138735, 1.798291], [1.772001, 1.186499, 0.878259], [1.983220, 0.690171, 2.660246], [1.176463, 2.129532, 2.171253], [0.094521, 2.149121, -0.887427], [-0.972476, 3.301806, -0.084558], [2.802747, -1.612093, -1.959007], [2.059500, -2.984161, -2.813853], [1.082901, -3.306970, -0.547900], [-0.012403, -2.382708, -1.553438], [-0.677698, -1.611140, 0.716033], [1.624670, -0.165985, -3.101907], [1.128670, -0.352404, -0.642940], [-0.497246, 1.170579, 3.416881], [-0.917720, -0.388964, 3.416920], [-3.085331, 0.373079, 0.641164], [-1.780878, 0.541948, 2.448911], [-2.994404, 2.038551, 1.021698], [2.216186, -1.460198, 0.311900], [0.999119, -1.349258, -4.002546], [-1.027459, 0.143480, -1.621039]],
  "forces_ev_per_angstrom": [[0.3, 1.5, -2.2], [1.2, 0.9, 0.6], [0.4, 1.0, 2.0], [-0.2, -0.9, 2.4], [-1.2, 3.2, 1.8], [-0.3, -0.5, -0.3], [-1.1, -1.7, 1.5], [-1.6, 2.9, -0.5], [3.1, -1.0, -1.0], [0.9, 3.8, -0.6], [1.1, -2.1, -0.4], [-1.7, -2.1, -1.2], [-0.2, -0.4, 0.9], [-0.4, 1.8, 1.3], [0.5, 0.2, 0.4], [1.7, -0.2, 0.3], [-2.4, -0.8, 0.1], [-0.1, -0.3, -0.4], [-0.9, 0.2, -0.4], [-0.4, -0.9, -0.1], [1.3, 0.0, -0.7], [-0.1, -0.1, -1.2], [-0.6, -1.2, -0.6], [0.2, 0.1, -0.1], [-0.1, -0.9, -0.3], [0.7, -0.7, 0.0], [0.8, -2.5, -1.5], [0.5, -0.2, 0.2], [0.3, 0.5, 1.0], [1.1, 0.5, 0.2], [-0.8, -2.5, 0.2], [0.8, -0.5, 0.2], [-0.2, 0.1, -0.5], [0.3, -0.3, 0.2], [-0.2, 0.9, 0.9], [-0.3, 1.0, -0.3], [-0.3, 0.5, 0.0], [-1.5, 1.2, -1.2], [-0.2, -0.6, -0.5], [-0.1, -0.1, -0.1]],
  "nbo_charge": [-0.64, -0.65, -0.70, -0.50, -0.24, -0.23, -0.11, -0.03, 0.65, -0.90, -0.71, -0.86, -0.54, -0.72, 0.22, 0.26, 0.25, 0.23, 0.23, 0.24, 0.22, 0.22, 0.25, 0.22, 0.26, 0.20, 0.24, 0.23, 0.26, 0.25, 0.38, 0.45, 0.45, 0.42, 0.43, 0.44, 0.44, 0.47, 0.41, 0.51],
  "largest_force_ev_per_a": 3.94,
  "e_homo_ha": -0.5451,
  "homo_lumo_gap_ev": 8.82,
  "charge": 2
}


Record 3
{
  "formula": "C9H26N4Ru",
  "method": "ωB97M-V/def2-TZVPD",
  "species": ["Ru", "N", "C", "C", "C", "N", "H", "H", "H", "H", "H", "H", "H", "H", "H", "H", "C", "N", "C", "C", "C", "N", "C", "C", "H", "H", "H", "H", "H", "H", "H", "H", "H", "H", "H", "H", "H", "H", "H", "H"],
  "positions_angstrom": [[0.589376, -0.595755, -0.246220], [-0.483335, -2.346268, -0.711995], [0.082896, -3.650275, -0.146275], [1.444324, -3.964776, -0.732239], [2.506784, -2.954609, -0.358959], [2.231708, -1.591016, -0.986513], [-1.438154, -2.246724, -0.341881], [-0.616319, -2.456660, -1.725740], [-0.642714, -4.431188, -0.388324], [0.112485, -3.545740, 0.941149], [1.394563, -4.106284, -1.817635], [1.756151, -4.934739, -0.332391], [3.486116, -3.250486, -0.752169], [2.610568, -2.811348, 0.719852], [2.162673, -1.701617, -2.006278], [3.054032, -0.994055, -0.827864], [2.332793, 1.699923, -0.010844], [0.866281, 1.473511, -0.299690], [0.533344, 1.832928, -1.717999], [0.077145, 2.337976, 0.707951], [-1.432109, 2.590840, 0.564563], [-2.422507, 1.665638, 1.100640], [-2.309599, 1.148397, 2.448149], [-3.742542, 1.673579, 0.497581], [2.523903, 2.775672, 0.053771], [2.933235, 1.312745, -0.833137], [2.611378, 1.253969, 0.947782], [0.540443, 2.922568, -1.831469], [-0.464340, 1.475362, -1.990741], [1.283604, 1.425877, -2.395952], [0.512382, 3.330210, 0.551661], [0.381596, 2.041491, 1.713045], [-1.713833, 2.855224, -0.454659], [-1.580085, 3.518165, 1.146333], [-2.761786, 1.886798, 3.131969], [-1.269332, 1.016708, 2.736390], [-2.886090, 0.229332, 2.547973], [-4.280925, 2.562907, 0.871772], [-4.308247, 0.798908, 0.814784], [-3.675862, 1.752813, -0.586391]],
  "forces_ev_per_angstrom": [[0.0, -0.4, -0.5], [0.0, 0.0, 0.2], [0.1, 0.0, 0.0], [0.0, 0.0, 0.0], [0.0, 0.0, 0.0], [0.1, 0.1, 0.1], [0.0, 0.0, 0.0], [0.0, 0.0, 0.0], [0.0, 0.0, 0.0], [0.0, 0.0, 0.0], [0.0, 0.0, 0.0], [0.0, 0.0, 0.0], [0.0, 0.0, 0.0], [0.0, 0.0, 0.0], [0.0, 0.0, 0.0], [0.0, 0.0, 0.0], [0.0, 0.0, 0.0], [-0.2, 0.1, 0.2], [0.0, 0.0, 0.0], [0.1, 0.0, 0.0], [0.1, 0.2, -0.1], [-0.2, -0.1, 0.1], [0.1, 0.1, -0.1], [0.1, 0.0, 0.0], [0.0, 0.0, 0.0], [0.0, 0.0, 0.0], [0.0, 0.0, 0.0], [0.0, 0.0, 0.0], [0.0, 0.0, 0.0], [0.0, 0.0, 0.0], [0.0, 0.0, 0.1], [-0.1, -0.1, 0.0], [0.0, -0.1, 0.0], [0.0, 0.0, 0.0], [0.0, 0.0, 0.0], [0.0, 0.0, 0.1], [0.0, 0.0, 0.0], [0.0, 0.0, 0.0], [0.0, 0.0, 0.0], [0.0, 0.0, 0.0]],
  "nbo_charge": [1.51, -0.83, -0.24, -0.48, -0.25, -0.72, 0.45, 0.45, 0.30, 0.24, 0.26, 0.33, 0.31, 0.25, 0.45, 0.46, -0.47, -0.43, -0.49, -0.27, -0.32, 0.01, -0.48, -0.48, 0.30, 0.24, 0.25, 0.30, 0.24, 0.26, 0.29, 0.26, 0.27, 0.32, 0.33, 0.23, 0.28, 0.32, 0.28, 0.26],
  "largest_force_ev_per_a": 0.62,
  "multiplicity": 5,
  "e_homo_ha": [-0.8965, -0.9564],
  "s_squared": 6.03,
  "homo_lumo_gap_ev": [6.65, 7.99],
  "charge": 4
}


Record 4
{
  "formula": "C9H27B2NORb4",
  "method": "ωB97M-V/def2-TZVPD",
  "species": ["Rb", "Rb", "Rb", "Rb", "B", "H", "H", "H", "H", "B", "H", "H", "H", "H", "C", "C", "C", "C", "C", "C", "N", "O", "C", "C", "C", "H", "H", "H", "H", "H", "H", "H", "H", "H", "H", "H", "H", "H", "H", "H", "H", "H", "H", "H"],
  "positions_angstrom": [[-2.956009, 3.158285, 0.713558], [-1.013369, 4.514545, 4.861688], [-3.212739, 0.593045, 5.210678], [1.726971, 3.067225, 1.967378], [-1.070709, 2.259135, 2.809098], [-0.874119, 1.598965, 1.978578], [-0.385539, 1.964325, 3.588758], [-0.961529, 3.291475, 2.514848], [-2.092719, 2.142525, 3.134888], [-3.229369, 5.810295, 3.005238], [-3.061549, 6.502935, 3.815378], [-2.601719, 5.941075, 2.137368], [-2.926889, 4.828875, 3.336218], [-4.278369, 5.729265, 2.765888], [1.200041, -1.401065, 1.342388], [0.926201, -1.146185, -0.260482], [2.300761, -0.614315, -0.750832], [2.503021, -0.716205, -2.235892], [2.109991, -2.083965, -2.821882], [0.599591, -2.528585, -2.436152], [0.516501, -2.415405, -0.925482], [-0.611359, -3.008225, -0.491522], [-0.468119, -1.768855, -3.168122], [0.594321, -3.988045, -2.828902], [-0.174269, -0.132955, -0.302902], [1.611221, -0.479495, 1.754358], [1.826441, -2.242775, 1.637758], [0.350171, -1.543075, 2.009958], [2.255121, 0.467995, -0.629892], [3.216451, -0.853805, -0.210222], [3.548871, -0.644875, -2.534542], [1.912261, 0.073735, -2.699672], [2.793141, -2.862285, -2.481862], [2.149661, -2.098705, -3.911062], [-1.396549, -2.042555, -2.666922], [-0.101019, -0.742985, -3.137572], [-0.677889, -2.019365, -4.207992], [1.026221, -4.227335, -3.800652], [1.133271, -4.701005, -2.204952], [-0.427919, -4.363085, -2.878562], [-1.109679, -0.590385, 0.019388], [-0.352119, 0.332215, -1.272482], [-0.107139, 0.729425, 0.360338], [-0.209539, -3.789815, -0.105192]],
  "forces_ev_per_angstrom": [[-0.3, 0.6, 0.2], [-0.2, 0.4, 0.3], [0.1, 0.0, 0.0], [0.1, -0.2, 0.0], [0.2, -0.4, -0.1], [0.6, -2.4, -3.2], [2.6, -0.9, 3.1], [0.7, 4.0, -1.1], [-3.9, -0.5, 1.3], [-0.2, -0.1, -0.1], [0.8, 2.8, 2.9], [2.5, 1.0, -3.7], [0.9, -4.3, 1.5], [-4.0, -0.1, -1.1], [-0.7, 0.1, -0.6], [0.6, -1.4, 2.8], [-0.4, 0.9, -0.6], [0.0, -1.4, -1.3], [-2.1, 0.3, 0.7], [3.5, -0.6, 0.3], [3.7, 1.4, -2.6], [-1.6, -0.5, 1.4], [0.1, 0.2, 0.1], [-0.9, -1.5, -0.1], [-1.2, 1.2, -0.3], [0.5, 0.1, -0.2], [0.5, 0.1, -0.7], [-0.8, 0.0, -0.6], [-0.2, 0.3, 0.6], [-0.4, -1.0, 0.3], [0.1, 0.8, 0.2], [0.2, 0.0, -0.4], [-0.1, 0.0, 0.2], [0.1, 0.2, -0.1], [-0.2, 0.9, 0.3], [-1.1, 0.4, 0.0], [0.7, -0.3, -0.1], [-0.1, 0.7, -0.3], [0.1, 0.4, 0.7], [-0.2, -0.1, 0.0], [-0.1, -0.3, -0.2], [0.1, -0.3, -0.4], [0.7, -0.2, 0.3], [-0.8, -0.5, 0.3]],
  "nbo_charge": [0.97, 0.69, 0.56, 0.78, -0.91, -0.01, -0.01, -0.05, -0.03, -0.82, -0.01, -0.05, -0.10, 0.00, -0.61, 0.12, -0.40, -0.41, -0.39, 0.13, -0.21, -0.57, -0.66, -0.63, -0.65, 0.18, 0.22, 0.21, 0.18, 0.22, 0.22, 0.19, 0.21, 0.21, 0.23, 0.20, 0.23, 0.22, 0.22, 0.21, 0.23, 0.20, 0.19, 0.48],
  "largest_force_ev_per_a": 4.69,
  "multiplicity": 2,
  "e_homo_ha": [-0.2134, -0.3865],
  "s_squared": 0.75,
  "homo_lumo_gap_ev": [2.54, 7.40],
  "charge": 1
}


Record 5
{
  "formula": "C9H27BCuNO3",
  "method": "ωB97M-V/def2-TZVPD",
  "species": ["Cu", "B", "H", "H", "H", "H", "C", "O", "C", "C", "N", "C", "C", "O", "C", "H", "H", "H", "H", "H", "H", "H", "H", "H", "H", "H", "H", "H", "H", "H", "C", "C", "C", "O", "H", "H", "H", "H", "H", "H", "H", "H"],
  "positions_angstrom": [[-0.016202, 0.069150, 0.525161], [0.533848, 1.001690, 2.718431], [0.734678, 1.333570, 3.725291], [-0.378942, 0.429420, 2.658701], [0.533498, 1.835490, 2.033581], [1.396408, 0.411940, 2.449351], [0.557718, 3.209110, -1.226079], [-0.275762, 2.293370, -0.513989], [-1.586742, 2.736140, -0.285639], [-2.392092, 1.764170, 0.603071], [-2.357532, 0.409850, 0.076851], [-2.977872, -0.500700, 1.037221], [-2.601202, -1.935770, 0.652871], [-1.179042, -2.160890, 0.694621], [-0.744352, -3.300840, 0.069671], [1.467138, 2.724010, -1.580669], [0.857128, 4.046940, -0.596389], [0.165678, 3.594810, -2.167159], [-2.042452, 2.783410, -1.274669], [-1.542352, 3.752770, 0.104991], [-3.410682, 2.097990, 0.800921], [-2.007412, 1.809690, 1.621911], [-2.777772, 0.424900, -0.841449], [-4.066232, -0.443560, 1.019981], [-2.635962, -0.333910, 2.058681], [-3.007012, -2.204240, -0.322499], [-3.062292, -2.647740, 1.337401], [-1.049002, -3.474530, -0.962379], [-1.022562, -4.242860, 0.542221], [0.344548, -3.323550, 0.113041], [2.179538, -0.301410, -2.155559], [2.493108, -1.346470, -1.099689], [3.935298, -1.681400, -0.955349], [2.000628, -0.767520, 0.117781], [1.103818, -0.148090, -2.241629], [2.626498, -0.649730, -3.086689], [2.457578, 0.745190, -2.031419], [1.937888, -2.266290, -1.283449], [4.292618, -2.182230, -1.855119], [4.144338, -2.383310, -0.148049], [4.576388, -0.811570, -0.812129], [2.795148, -0.367000, 0.478241]],
  "forces_ev_per_angstrom": [[0.1, 0.2, 0.7], [0.2, 0.1, -0.5], [0.4, 1.3, 3.8], [-3.9, -2.5, -0.3], [-0.3, 3.5, -2.6], [3.4, -2.7, -1.1], [0.2, -0.1, 0.1], [1.1, -0.5, -0.4], [-0.6, 0.0, -0.4], [0.7, 1.1, 0.4], [1.1, 0.6, 1.3], [0.4, -1.5, -1.0], [0.2, -0.6, 0.4], [-1.1, 1.6, 0.1], [1.0, -1.7, -0.3], [0.0, -0.5, 0.6], [-0.1, 0.1, 0.1], [-0.9, 0.1, 0.1], [-0.5, 0.2, -0.2], [-0.3, 0.0, 0.4], [-0.4, 0.5, -0.7], [0.7, -0.5, -0.1], [-0.2, -0.5, 0.0], [-0.3, 0.1, 0.1], [0.2, 0.4, -0.2], [0.2, 0.2, -0.4], [-0.2, 0.0, 0.3], [-0.2, 0.7, -0.4], [-0.5, 0.0, 0.6], [0.0, 0.3, -0.1], [-0.2, -0.3, -1.2], [-0.8, 1.4, 0.2], [1.1, -0.6, -0.3], [0.0, -0.7, 0.2], [-0.3, -0.7, -0.3], [-0.4, 0.2, -0.4], [1.0, -0.3, 0.8], [-0.2, 0.1, -0.1], [0.0, 0.1, -0.2], [-0.3, 0.1, 0.2], [-0.1, 0.2, 0.0], [-0.4, 0.5, 0.9]],
  "nbo_charge": [0.88, -0.92, 0.04, -0.05, -0.02, -0.01, -0.25, -0.56, -0.05, -0.26, -0.67, -0.25, -0.06, -0.54, -0.25, 0.19, 0.19, 0.17, 0.15, 0.19, 0.18, 0.25, 0.37, 0.18, 0.24, 0.16, 0.18, 0.16, 0.16, 0.19, -0.63, 0.09, -0.65, -0.75, 0.22, 0.21, 0.22, 0.18, 0.22, 0.23, 0.21, 0.49],
  "largest_force_ev_per_a": 4.67,
  "e_homo_ha": -0.2892,
  "e_above_lowest_kcal_mol": 38.7,
  "homo_lumo_gap_ev": 8.38,
  "charge": 0
}